This record from the Open Molecules 2025 dataset describes C70H55CrNO4P2SSi as an isolated structure. The level of theory is wB97M-V/def2-TZVPD.

As for the HOMO energy (alpha / beta): -6.4 / -8.2 eV. The LUMO energy (alpha / beta) is -0.36 / -0.39 eV. For the molar mass, the calculation gives 1148.31 g mol⁻¹. As for the energy above the lowest of the compared OMol25 structures with the same formula, charge and spin: 11.8 kcal per mole. The calculation puts the total energy at -5471.24299 Ha. Its spin multiplicity is 5.

Atoms and positions in Å:
Cr1 0.08953 -0.03594 0.88445
O1 -1.05453 0.23309 -0.77389
S1 -2.37443 0.40351 -1.42774
C1 -3.77697 0.04991 -0.35538
C2 -4.84141 0.89895 -0.50415
C3 -6.18949 0.47064 -0.40820
C4 -6.41947 -0.86540 -0.29781
C5 -7.69984 -1.66826 -0.32356
C6 -7.24409 -3.15219 -0.21504
C7 -5.74795 -3.07964 -0.00210
C8 -4.81299 -4.04329 0.22965
C9 -3.49628 -3.62961 0.54823
C10 -3.07489 -2.31832 0.53144
P1 -1.62962 -1.81395 1.58621
C11 -2.55948 -1.27037 3.08439
C12 -3.93800 -1.35745 3.27187
C13 -4.52626 -0.84670 4.42481
C14 -3.74380 -0.25265 5.40467
C15 -2.36497 -0.19165 5.23902
C16 -1.77684 -0.69641 4.08976
C17 -0.93056 -3.39378 2.20138
C18 -1.58522 -4.18936 3.14463
C19 -0.99788 -5.35479 3.60720
C20 0.25364 -5.73791 3.13411
C21 0.91173 -4.94873 2.20540
C22 0.32469 -3.77787 1.74261
C23 -3.99000 -1.33063 0.02142
C24 -5.32543 -1.73937 -0.09482
C25 -2.42167 2.13615 -1.88779
C26 -3.21222 2.36094 -2.98981
C27 -3.06366 3.48164 -3.82980
C28 -1.98769 4.29027 -3.60619
C29 -1.44715 5.45363 -4.40431
C30 -0.12434 5.84719 -3.69032
C31 -0.02672 4.90283 -2.51488
C32 0.92691 4.74510 -1.56085
C33 0.66605 3.84095 -0.50068
C34 -0.46523 3.06846 -0.40956
P2 -0.82902 2.28851 1.21974
C35 -2.56844 2.83885 1.46742
C36 -3.43456 2.05332 2.21826
C37 -4.73360 2.47799 2.48268
C38 -5.18101 3.68924 1.98375
C39 -4.32329 4.48253 1.22273
C40 -3.02924 4.06330 0.97208
C41 -0.01481 3.35187 2.47498
C42 0.06224 4.74407 2.43007
C43 0.61663 5.45280 3.48259
C44 1.09683 4.78213 4.60317
C45 1.01389 3.40079 4.66362
C46 0.46230 2.69087 3.60301
C47 -1.36331 3.04353 -1.53599
C48 -1.14838 4.04330 -2.50065
H1 -4.64406 1.93502 -0.75742
H2 -6.99263 1.18950 -0.51380
H3 -8.26495 -1.47963 -1.23649
H4 -8.34433 -1.38760 0.51083
H5 -7.47347 -3.70378 -1.12776
H6 -7.74019 -3.67304 0.60381
H7 -5.07150 -5.09470 0.26882
H8 -2.80379 -4.38188 0.90333
H9 -4.56684 -1.82089 2.52285
H10 -5.59936 -0.91978 4.55724
H11 -4.20334 0.15104 6.29813
H12 -1.74401 0.25281 6.00673
H13 -0.69516 -0.67829 3.97970
H14 -2.55486 -3.89476 3.53006
H15 -1.50926 -5.95786 4.34701
H16 0.71582 -6.64595 3.50061
H17 1.89257 -5.23314 1.84485
H18 0.84273 -3.13822 1.03513
H19 -3.93304 1.59874 -3.27020
H20 -3.72522 3.61930 -4.67563
H21 -2.16106 6.27840 -4.41442
H22 -1.27968 5.16787 -5.44324
H23 -0.14334 6.88358 -3.35182
H24 0.73576 5.74534 -4.35230
H25 1.84247 5.32344 -1.56185
H26 1.38353 3.78098 0.30831
H27 -3.09245 1.10200 2.61284
H28 -5.38728 1.84823 3.07378
H29 -6.19083 4.02415 2.18605
H30 -4.66605 5.43106 0.82856
H31 -2.38324 4.68685 0.36433
H32 -0.30236 5.28910 1.56751
H33 0.67168 6.53290 3.43055
H34 1.53050 5.33884 5.42422
H35 1.38315 2.86754 5.53072
H36 0.40448 1.61118 3.65040
O2 1.09680 -1.37650 -0.15486
Si1 2.00233 -2.01359 -1.29662
C49 2.38395 -0.85340 -2.73175
C50 1.45806 0.13422 -3.08169
C51 1.63175 0.92497 -4.20997
C52 2.74378 0.74106 -5.02186
C53 3.67987 -0.23059 -4.69387
C54 3.49940 -1.01676 -3.56045
C55 1.09981 -3.47617 -2.06591
C56 1.72906 -4.40072 -2.90501
C57 1.01326 -5.41813 -3.52394
C58 -0.35716 -5.52858 -3.31586
C59 -1.00342 -4.61886 -2.48952
C60 -0.27707 -3.60678 -1.87401
C61 3.64279 -2.64434 -0.62479
C62 3.77896 -3.95556 -0.15798
C63 4.96552 -4.40293 0.41117
C64 6.05061 -3.54350 0.51507
C65 5.94203 -2.23706 0.05412
C66 4.74942 -1.79590 -0.50590
H37 0.59826 0.29105 -2.44291
H38 0.89952 1.68646 -4.45745
H39 2.87947 1.35053 -5.90735
H40 4.55303 -0.37439 -5.31936
H41 4.24464 -1.76755 -3.31870
H42 2.79854 -4.32894 -3.07890
H43 1.52185 -6.12491 -4.16878
H44 -0.91769 -6.31981 -3.79876
H45 -2.07229 -4.69971 -2.32356
H46 -0.78485 -2.89442 -1.22978
H47 2.94082 -4.64087 -0.24370
H48 5.04593 -5.42236 0.76886
H49 6.97921 -3.89029 0.95171
H50 6.78757 -1.56336 0.13115
H51 4.67259 -0.76802 -0.84862
O3 2.25760 1.25079 0.77492
C67 2.50680 0.53401 1.74572
C68 3.86724 0.30120 2.35667
C69 3.57025 -0.69471 3.47587
C70 2.05289 -0.86772 3.44004
O4 1.41415 -1.52357 4.23868
N1 1.52196 -0.15098 2.39501
H52 4.27232 1.25126 2.70771
H53 4.53933 -0.08681 1.59245
H54 3.86345 -0.35049 4.46715
H55 4.03138 -1.67003 3.31513